1.
# C12H36N6O6

A 6-piece molecular cluster, C12H36N6O6 overall at a distorted geometry (wB97M-V/def2-TZVPD, OMol25).

Results
* charge: -1
* HOMO energy (spin up / spin down): 0.03203 / -0.24587 Ha
* energy: -1258.7825 Eh
* multiplicity: 2
* gap between HOMO and LUMO (spin up / spin down): 1.8 / 9.3 eV

Each line ends with the Mulliken spin population.
Positions of all 60 atoms, in Å:
C  -1.699  -2.751  4.008  1.245
O  -2.470  -2.097  3.305  -0.475
N  -2.124  -3.425  5.073  -0.097
N  -0.443  -2.767  3.818  -0.313
H  -1.463  -3.877  5.688  -0.073
H  -3.098  -3.627  5.247  -0.067
H  0.164  -3.333  4.394  -0.047
H  -0.149  -2.107  3.113  0.024
C  -0.481  -1.251  0.354  0.751
O  0.519  -1.292  1.035  -0.487
N  -1.680  -1.595  0.710  0.149
N  -0.477  -0.704  -0.839  0.218
H  -2.450  -1.517  0.062  0.214
H  -1.942  -1.928  1.628  0.096
H  0.449  -0.453  -1.156  0.170
H  -1.381  -0.583  -1.272  -0.156
C  0.631  3.206  1.728  0.120
O  0.120  4.248  1.480  -0.029
N  1.724  3.139  2.418  -0.008
N  0.110  2.034  1.357  -0.042
H  2.096  2.202  2.486  0.016
H  2.160  4.016  2.662  -0.005
H  -0.743  1.898  0.834  -0.023
H  0.659  1.236  1.643  0.033
C  -5.351  0.347  -1.144  0.666
C  -4.541  -0.705  -0.363  -0.532
C  -5.288  -1.766  0.350  0.542
O  -3.566  -1.380  -1.162  -1.458
H  -6.414  0.365  -0.903  -0.188
H  -5.454  0.128  -2.206  -0.152
H  -4.891  1.321  -0.977  0.047
H  -4.049  -0.138  0.427  0.079
H  -5.993  -2.234  -0.337  -0.312
H  -5.875  -1.417  1.200  0.119
H  -4.571  -2.520  0.675  0.023
H  -4.117  -2.039  -1.591  0.888
C  3.542  0.980  -0.321  0.076
C  3.749  0.501  1.170  0.000
C  4.413  1.592  1.847  -0.009
O  2.468  0.324  1.813  -0.122
H  4.545  1.275  -0.628  -0.022
H  2.819  1.782  -0.472  0.025
H  3.175  0.138  -0.909  0.004
H  4.056  -0.538  1.048  -0.015
H  4.248  1.760  2.912  0.003
H  4.031  2.541  1.470  0.007
H  5.440  1.559  1.485  -0.011
H  2.005  -0.425  1.431  0.050
C  2.946  0.622  -5.639  0.083
C  2.527  0.919  -4.216  -0.109
C  1.093  1.387  -3.922  0.256
O  2.869  -0.222  -3.549  -0.083
H  3.734  -0.100  -5.853  0.004
H  3.262  1.526  -6.159  -0.001
H  2.250  0.302  -6.414  -0.030
H  3.205  1.611  -3.716  -0.015
H  0.801  1.307  -2.875  0.050
H  0.367  0.643  -4.252  -0.078
H  0.729  2.314  -4.366  -0.046
H  3.803  -0.430  -3.630  0.047

2.
# C12H36O12

A 6-piece molecular cluster, C12H36O12 overall at a distorted geometry (wB97M-V/def2-TZVPD, OMol25).

Results
* energy relative to the best compared isomer or geometry (same formula, charge and spin): 917.2 kJ/mol
* HOMO energy: -0.34440 Ha
* energy: -1381.2494 Eh
* multiplicity: 1
* structure (SMILES): OCCO.OCCO.OCCO.OCCO.OCCO.OCCO
* gap between HOMO and LUMO: 9.5 eV

Each line ends with the Löwdin charge.
Positions of all 60 atoms, in Å:
C  0.234  -0.786  0.568  -0.158
C  -0.865  -0.049  -0.027  -0.250
O  -0.548  1.282  0.007  -0.135
O  -0.073  -2.195  0.291  -0.077
H  0.427  -0.624  1.577  0.110
H  1.332  -0.670  0.282  0.138
H  -1.741  -0.044  0.311  0.054
H  -0.994  -0.151  -1.168  0.164
H  -1.229  1.908  -0.511  0.153
H  0.318  -2.308  -0.555  0.031
C  -0.685  4.188  2.076  -0.313
C  -1.517  5.466  2.101  -0.165
O  -0.416  6.428  2.195  -0.056
O  -1.465  3.075  2.154  -0.014
H  0.294  4.165  2.673  0.150
H  -0.090  4.085  1.086  0.134
H  -2.102  5.412  3.074  0.153
H  -2.047  5.603  1.242  0.083
H  -0.016  6.224  1.418  0.006
H  -1.309  2.756  1.332  -0.023
C  2.199  -3.769  -2.432  -0.327
C  3.189  -2.843  -3.067  -0.278
O  4.483  -3.381  -3.251  -0.002
O  0.986  -3.241  -2.248  -0.015
H  2.674  -3.920  -1.346  0.173
H  2.314  -4.746  -2.924  0.129
H  3.245  -1.816  -2.480  0.151
H  2.814  -2.442  -4.125  0.149
H  4.948  -2.668  -3.419  -0.003
H  0.719  -2.874  -3.051  0.077
C  -4.865  2.390  -2.142  -0.328
C  -4.019  1.334  -1.449  -0.262
O  -3.134  2.042  -0.685  -0.112
O  -5.634  1.773  -3.074  -0.102
H  -4.304  3.100  -2.608  0.078
H  -5.617  3.107  -1.457  0.186
H  -3.377  0.798  -2.300  0.165
H  -4.497  0.496  -0.961  0.123
H  -3.610  2.626  -0.008  0.153
H  -5.133  1.694  -4.019  0.184
C  -0.391  -4.405  3.261  -0.220
C  -0.444  -5.584  2.185  -0.375
O  -0.018  -6.613  2.768  0.016
O  -1.058  -3.227  2.785  -0.152
H  0.734  -4.105  3.807  0.174
H  -1.061  -4.925  4.044  0.123
H  0.388  -5.324  1.431  0.140
H  -1.265  -5.522  1.673  0.062
H  0.368  -7.212  2.198  0.077
H  -0.708  -2.865  1.865  0.093
C  3.605  1.186  0.517  -0.240
C  3.082  2.286  -0.479  -0.327
O  2.100  1.774  -1.186  -0.050
O  4.912  1.571  0.953  -0.134
H  3.577  0.104  0.258  0.105
H  2.780  1.154  1.431  0.150
H  3.730  2.920  -1.049  0.113
H  2.585  3.084  0.124  0.117
H  1.267  1.639  -0.759  0.040
H  4.928  2.635  1.091  0.163

3.
# C12H36O12

A 6-piece molecular cluster, C12H36O12 overall at a distorted geometry (wB97M-V/def2-TZVPD, OMol25).

Results
* energy relative to the best compared isomer or geometry (same formula, charge and spin): 139.9 kJ/mol
* HOMO energy: -0.35513 Ha
* energy: -1381.5454 Eh
* multiplicity: 1
* structure (SMILES): OCCO.OCCO.OCCO.OCCO.OCCO.OCCO
* gap between HOMO and LUMO: 9.9 eV

Each line ends with the Löwdin charge.
Positions of all 60 atoms, in Å:
C  -0.146  -1.486  0.376  -0.171
C  -0.653  -0.451  1.354  -0.209
O  0.399  0.350  1.866  -0.078
O  0.770  -0.966  -0.632  -0.086
H  -0.963  -1.955  -0.173  0.121
H  0.354  -2.326  0.859  0.115
H  -1.155  -0.914  2.203  0.136
H  -1.370  0.172  0.818  0.106
H  0.764  0.854  1.136  0.048
H  1.294  -0.211  -0.354  0.049
C  0.561  -0.330  -3.853  -0.244
C  0.251  0.382  -5.166  -0.268
O  -0.996  -0.025  -5.583  -0.047
O  -0.343  -0.013  -2.792  -0.084
H  1.580  -0.142  -3.515  0.090
H  0.602  -1.415  -3.948  0.119
H  1.003  0.146  -5.920  0.123
H  0.331  1.463  -5.048  0.112
H  -1.676  0.267  -4.971  0.090
H  -0.053  -0.529  -2.036  0.008
C  -2.943  2.036  2.479  -0.253
C  -3.712  2.668  1.291  -0.247
O  -3.753  1.848  0.154  -0.073
O  -2.959  3.123  3.318  -0.067
H  -1.913  1.877  2.160  0.099
H  -3.475  1.190  2.914  0.133
H  -3.252  3.614  1.005  0.124
H  -4.762  2.812  1.545  0.122
H  -2.996  2.043  -0.404  0.079
H  -3.230  2.787  4.175  0.094
C  2.548  2.443  4.331  -0.232
C  1.026  2.165  4.522  -0.209
O  0.825  0.734  4.584  -0.087
O  2.867  2.400  2.951  -0.076
H  3.226  1.783  4.872  0.119
H  2.781  3.424  4.744  0.109
H  0.407  2.637  3.759  0.111
H  0.706  2.625  5.457  0.108
H  0.958  0.475  3.669  0.024
H  3.038  1.470  2.786  0.076
C  3.320  1.767  -2.063  -0.224
C  3.147  2.050  -0.564  -0.182
O  1.811  1.623  -0.241  -0.099
O  2.267  2.277  -2.870  -0.055
H  3.513  0.705  -2.219  0.124
H  4.235  2.270  -2.377  0.118
H  3.390  3.019  -0.128  0.123
H  3.855  1.405  -0.044  0.122
H  1.285  1.986  -0.958  0.091
H  2.333  3.229  -2.762  0.100
C  -0.960  -5.361  -1.726  -0.226
C  -1.355  -5.950  -0.384  -0.246
O  -2.775  -5.816  -0.210  -0.082
O  -1.401  -6.117  -2.881  -0.058
H  0.128  -5.310  -1.758  0.119
H  -1.385  -4.358  -1.701  0.112
H  -0.797  -5.543  0.459  0.111
H  -1.217  -7.026  -0.282  0.115
H  -2.987  -5.896  0.723  0.079
H  -2.348  -5.976  -2.948  0.079

4.
# C12H36O6

C12H36O6 as an isolated structure at a distorted geometry (wB97M-V/def2-TZVPD, OMol25).

Results
* energy relative to the best compared isomer or geometry (same formula, charge and spin): 883.8 kJ/mol
* HOMO energy: -0.29617 Ha
* energy: -929.9064 Eh
* multiplicity: 1
* gap between HOMO and LUMO: 8.0 eV

Each line ends with the Löwdin charge.
Positions of all 54 atoms, in Å:
O  24.847  -11.758  -21.564  -0.095
H  25.425  -12.338  -22.061  -0.082
H  24.846  -10.939  -22.061  0.084
O  23.812  -13.939  -20.977  0.039
H  24.752  -14.106  -21.049  0.071
H  23.740  -12.985  -20.949  0.048
C  21.415  -9.881  -22.594  -0.040
C  22.070  -11.223  -22.319  -0.563
C  21.777  -11.783  -21.092  -0.072
O  21.437  -12.005  -23.318  -0.050
H  21.687  -9.617  -23.616  0.081
H  21.798  -9.105  -21.932  0.078
H  20.347  -9.753  -22.414  0.088
H  23.125  -11.209  -22.594  0.069
H  22.637  -11.466  -20.504  0.085
H  21.631  -12.862  -21.030  0.109
H  20.810  -11.411  -20.755  0.120
H  21.818  -11.890  -24.192  0.076
C  26.436  -15.353  -19.356  -0.031
C  27.785  -14.775  -18.953  -0.535
C  27.726  -13.602  -18.032  -0.066
O  28.452  -15.671  -18.163  -0.032
H  25.879  -14.451  -19.614  0.053
H  25.991  -15.694  -18.422  0.100
H  26.508  -16.117  -20.130  0.097
H  28.329  -14.438  -19.834  0.135
H  27.408  -13.731  -16.997  0.088
H  27.129  -12.787  -18.440  0.081
H  28.694  -13.189  -17.750  0.081
H  28.476  -16.547  -18.553  0.099
C  25.637  -14.703  -23.565  -0.014
C  25.590  -13.179  -23.773  -0.406
C  24.144  -12.704  -23.696  -0.080
O  26.455  -12.580  -22.835  -0.030
H  25.263  -15.232  -24.442  0.089
H  25.171  -15.033  -22.637  0.076
H  26.681  -15.011  -23.640  0.081
H  25.885  -12.785  -24.746  0.148
H  23.744  -12.746  -22.683  0.044
H  23.560  -13.301  -24.396  0.113
H  23.957  -11.659  -23.945  0.095
H  27.266  -12.318  -23.276  0.144
C  22.760  -13.113  -18.376  -0.019
C  23.162  -14.565  -18.783  -0.412
C  22.729  -15.759  -17.859  -0.057
O  22.489  -14.862  -19.983  -0.102
H  22.821  -12.458  -19.246  0.016
H  23.484  -12.657  -17.701  0.070
H  21.825  -12.914  -17.853  0.084
H  24.196  -14.701  -19.101  0.076
H  21.669  -15.843  -17.623  0.068
H  23.218  -15.888  -16.893  0.053
H  22.967  -16.782  -18.150  0.062
H  23.147  -14.697  -20.662  -0.216